No. 1
88
Properties=species:S:1:pos:R:3:forces:R:3:mulliken_charge:R:1 method="wB97M-V/def2-TZVPD" homo_lumo_gap_ha=0.3323 smiles="NC(N)=O.NC(N)=O.CCO.CCO.CCO.CCO.CO.CO.CO.CO.CO.CO" de_lowest_kj_mol=434.9 homo_ha=-0.32024
C 4.32197 1.14372 1.68078 -0.8 -1.1 0.9 -0.68
C 3.11185 1.07222 2.64777 0.1 1.9 -0.9 -0.11
O 2.36802 -0.07501 2.31306 0.9 -0.3 0.3 -0.52
H 4.03990 0.87262 0.63123 0.3 0.5 0.9 -0.16
H 4.95919 0.35130 2.13343 0.2 0.5 -0.9 0.29
H 4.80638 2.11447 1.76033 0.1 -0.1 -0.2 0.43
H 2.41613 1.92344 2.57944 0.4 0.1 -0.3 0.09
H 3.49404 1.13488 3.67073 -0.1 -0.7 0.1 0.41
H 1.65334 -0.14089 2.92134 -1.0 -0.3 0.6 0.19
C -2.43164 -3.00138 1.73215 -3.2 1.4 2.8 -0.77
C -2.81850 -2.91335 0.32645 -0.7 -1.2 0.5 0.26
O -2.01730 -3.81052 -0.33440 2.9 0.1 -0.3 -0.45
H -3.26366 -2.56897 2.41247 1.2 -0.6 -1.0 0.19
H -1.61800 -2.37153 1.92960 1.5 0.6 0.3 -0.09
H -2.26038 -3.98839 2.06481 0.3 -1.1 0.2 0.46
H -2.69089 -1.91920 0.05048 0.3 1.9 -1.1 -0.36
H -3.81528 -3.17665 0.09853 -1.5 -0.1 0.3 0.70
H -2.49260 -4.33178 -0.93025 -1.1 -1.0 -1.5 0.24
C -2.02011 2.67097 -0.63598 -0.3 1.9 -1.9 0.04
C -3.43729 3.20852 -0.86266 2.6 0.0 2.2 -0.80
O -4.14110 2.33056 -1.65462 -1.4 0.9 -1.9 -0.65
H -1.55931 2.59343 -1.62591 0.3 -0.2 0.2 0.27
H -1.96512 1.76165 -0.15668 -0.2 -2.4 1.1 -0.31
H -1.44252 3.34416 -0.04346 0.3 0.6 0.4 0.20
H -3.22556 4.14574 -1.36592 -1.0 0.2 -0.2 0.45
H -3.84919 3.34759 0.15857 -0.5 0.3 -0.7 0.33
H -4.17195 1.48812 -1.25870 -0.2 -1.5 1.0 0.28
C -2.05150 1.47269 3.65995 -1.4 -0.4 0.6 -0.30
C -3.56845 1.30081 3.27605 2.9 -1.6 0.6 -0.41
O -3.60665 0.22183 2.33614 -1.2 0.0 0.7 -0.45
H -1.60460 0.54365 4.04285 -0.5 0.2 0.4 0.21
H -1.98950 2.30562 4.35286 0.4 0.0 0.3 0.43
H -1.44273 1.69913 2.81137 0.1 0.6 -0.8 -0.27
H -3.91708 2.26271 2.96991 -0.7 0.4 -0.7 0.27
H -4.16529 0.90512 4.07265 -0.2 0.3 0.8 0.35
H -3.29524 0.58806 1.54085 0.7 0.5 -1.8 0.16
C -2.48196 -0.10331 -4.07531 2.0 -3.5 -5.8 0.49
O -2.03998 -0.70620 -5.31429 -2.3 3.7 6.6 -0.73
N -2.47070 -0.83423 -2.97398 0.9 -2.4 -0.8 -0.13
N -2.86593 1.18234 -3.94048 -0.1 0.2 -1.8 -0.41
H -1.85713 -1.70113 -2.94795 -1.0 1.5 -0.2 0.22
H -2.75790 -0.50498 -2.10356 -0.5 0.9 1.3 0.14
H -2.98554 1.70734 -4.78590 -0.1 -0.2 -0.5 0.27
H -3.36665 1.58310 -3.17793 -0.3 -0.1 1.0 0.27
C 0.82058 3.89900 1.22364 -5.2 -1.8 2.7 0.55
O -0.27626 3.85068 2.06914 5.4 0.4 -3.8 -0.67
N 1.68693 4.86351 1.15472 0.8 3.7 1.5 -0.40
N 1.07354 2.97276 0.32594 2.0 -3.0 -2.4 0.05
H 1.32290 5.65065 1.67987 0.9 0.4 -0.3 0.31
H 2.44091 4.94816 0.47012 -0.8 -0.1 0.6 0.18
H 0.74719 2.02484 0.47187 -0.5 0.2 -0.2 -0.09
H 1.96942 2.91448 -0.30554 -2.4 0.7 1.9 0.27
C 3.68137 -2.37545 0.19942 -0.9 1.8 -3.4 -1.15
O 2.71065 -1.27198 0.08120 1.2 -2.3 -0.5 -0.29
H 4.15029 -2.35955 -0.80009 -0.1 -0.5 0.4 0.33
H 3.29335 -3.32357 0.39132 -1.5 -1.4 0.1 0.31
H 4.45561 -2.29461 0.87295 1.5 1.2 1.9 0.43
H 2.69704 -0.78615 0.89245 -0.3 0.5 1.4 -0.01
C 0.62731 -2.63602 -2.06159 1.6 1.7 1.5 0.14
O -0.47978 -2.51307 -2.84917 -1.6 -0.6 -0.5 -0.44
H 1.23277 -3.46249 -2.41323 0.6 0.2 0.1 0.47
H 0.36955 -2.78667 -1.01958 -0.4 -0.6 0.1 -0.35
H 1.11266 -1.61544 -2.01448 0.4 -1.3 -0.5 -0.06
H -0.28690 -2.87683 -3.69830 0.0 -0.1 -1.0 0.21
C -0.35660 -0.54742 0.40073 2.4 -2.8 -2.0 -0.60
O 0.51268 0.41074 -0.15241 -2.0 0.2 0.4 1.10
H -1.00241 -0.09159 0.97494 -3.9 2.7 2.6 0.91
H 0.14904 -1.17205 1.12946 0.6 -0.5 -0.1 0.35
H -0.87789 -1.24475 -0.30299 0.6 0.9 0.2 -0.98
H 1.21154 -0.10998 -0.46112 2.1 -0.9 -1.1 -0.50
C 4.85425 0.37109 -2.15459 -1.2 -0.1 -1.0 -0.80
O 3.44366 0.16252 -2.02176 0.2 0.6 -0.3 -0.27
H 5.28810 -0.61432 -2.12819 0.9 -0.3 -0.5 0.28
H 5.19584 0.90202 -1.30241 0.7 0.8 0.7 0.34
H 5.07794 0.94925 -3.09547 -0.3 -0.8 1.0 0.21
H 3.31185 -0.33099 -1.19125 -0.2 0.0 -0.2 0.18
C 0.42720 -3.92323 2.73871 -0.3 -1.1 2.4 -0.48
O 1.47411 -4.84381 2.93880 1.0 -0.6 0.4 -0.58
H 0.58197 -2.98965 3.26996 0.6 0.2 -0.1 0.21
H -0.43885 -4.35617 3.25083 -0.4 0.3 -0.7 0.36
H 0.34726 -3.79245 1.71596 -0.9 0.6 -2.0 0.16
H 1.10462 -5.73232 2.82046 0.3 0.5 0.0 0.33
C 0.48962 0.98665 -3.44753 -1.7 -1.1 0.9 -0.25
O -0.30303 2.06208 -3.80392 0.1 2.2 -0.8 -0.69
H -0.10911 0.52440 -2.62852 0.9 -0.7 -0.4 -0.16
H 1.38027 1.34186 -2.97747 0.9 0.1 -0.2 0.29
H 0.61987 0.30901 -4.30619 0.4 0.0 0.5 0.34
H -1.21464 1.77862 -3.92248 0.2 -0.1 0.0 0.43

***

No. 2
42
Properties=species:S:1:pos:R:3:forces:R:3:mulliken_charge:R:1 method="wB97M-V/def2-TZVPD" homo_lumo_gap_ha=0.2172 charge=+1 smiles="CCSCc1c(P(=O)(O)O)cc(B(O)OC)n[n+]1C(F)(F)C(F)(F)C(F)(F)F" homo_ha=-0.43651
C 1.49863 -3.69638 2.22328 -0.2 0.6 -0.3 -0.77
C 0.07962 -3.96542 1.45247 1.3 -0.5 1.1 -0.39
S -0.77750 -2.32112 1.33238 -0.1 -0.2 -0.5 -0.04
C -1.06143 -1.86082 -0.47325 -0.9 -0.1 -0.7 -1.19
C -0.88883 -0.29295 -0.64639 -2.0 2.4 0.9 0.44
C -2.08252 0.58061 -0.08323 2.9 3.1 -2.1 0.35
P -3.62836 -0.11504 0.72703 -2.5 -1.2 5.0 0.85
O -3.39306 -0.66202 2.14894 0.1 1.6 -4.7 -0.59
O -4.68836 1.23653 0.94086 1.7 -2.5 -2.8 -0.54
O -4.49867 -1.20264 -0.27100 1.4 2.7 1.3 -0.52
C -1.92975 2.14305 -0.18898 2.9 -4.6 -1.3 -0.28
C -0.56578 2.60274 -0.86639 -1.5 -2.2 0.5 -0.12
B -0.31741 4.22266 -0.97060 1.5 1.5 -0.5 0.66
O -1.43145 5.12301 -0.88385 2.0 -2.0 1.2 -0.52
O 1.06740 4.63779 -1.10496 -2.7 -0.8 1.7 -0.39
C 1.68077 4.40733 0.21435 0.9 0.1 1.0 -0.55
N 0.41439 1.73482 -1.36942 -3.5 1.8 2.0 -1.01
N 0.20319 0.42561 -1.23348 -1.7 -2.6 0.8 1.09
C 1.31792 -0.42758 -1.80155 1.6 0.4 -3.3 0.20
F 0.83562 -1.28249 -2.84403 0.9 1.9 3.2 -0.25
F 2.24882 0.42737 -2.47814 -2.5 -2.0 2.0 -0.27
C 2.17056 -1.19550 -0.68685 0.3 -2.0 2.5 0.90
F 1.91661 -2.60783 -0.64617 0.3 3.5 -0.7 -0.27
F 1.87346 -0.73706 0.64047 0.5 -0.5 -3.5 -0.27
C 3.76775 -1.06092 -0.83276 3.0 -0.8 1.4 0.49
F 4.25397 0.22760 -0.46746 -1.6 -3.3 -1.6 -0.20
F 4.27770 -1.52192 -2.05547 -1.6 1.7 2.9 -0.21
F 4.30936 -1.93813 0.16215 -1.5 2.1 -2.4 -0.22
H 1.59475 -2.58282 2.51972 -0.3 -1.8 -0.5 0.21
H 2.37623 -3.91452 1.52571 -1.2 0.0 1.2 0.16
H 1.51603 -4.28023 3.20157 0.2 0.5 -1.5 0.34
H 0.20866 -4.51956 0.46683 -0.3 0.9 1.3 0.30
H -0.52481 -4.62573 2.18316 0.5 1.2 -1.5 0.40
H -0.49189 -2.51331 -1.20901 -0.5 1.1 1.0 0.46
H -2.18283 -2.08391 -0.65762 1.8 0.6 0.0 0.52
H -5.14846 1.28512 0.05894 0.2 0.5 1.1 0.33
H -5.45196 -1.07185 -0.05133 0.7 -0.3 -0.1 0.35
H -2.70535 2.87802 0.19952 1.2 -1.1 -0.7 0.53
H -1.40721 5.47571 0.04063 -0.2 0.3 -1.1 0.35
H 2.55661 3.67164 0.13314 -1.4 1.0 0.0 0.20
H 0.92164 4.00985 0.98492 1.1 0.4 -1.0 0.24
H 2.08596 5.39027 0.66592 -0.8 -1.5 -1.0 0.27

***

No. 3
5
Properties=species:S:1:pos:R:3:forces:R:3:mulliken_charge:R:1 method="wB97M-V/def2-TZVPD" homo_lumo_gap_ha=0.3151 charge=-1 de_lowest_kj_mol=17.3 homo_ha=-0.11931
O -0.02423 -0.88683 0.89517 1.0 -0.3 -2.3 -0.80
H -0.48669 -0.66351 1.66740 -1.1 0.9 1.2 0.23
O -0.07543 0.58702 -1.19953 0.2 0.2 0.1 -1.04
H 0.71155 1.13896 -1.38402 -0.6 -0.6 0.4 0.17
H -0.12520 -0.17565 0.02098 0.4 -0.2 0.5 0.45

***

No. 4
18
Properties=species:S:1:pos:R:3:forces:R:3:mulliken_charge:R:1 method="wB97M-V/def2-TZVPD" homo_lumo_gap_ha=0.3277 smiles="C=C/C=C(/C)N.O" de_lowest_kj_mol=314.9 homo_ha=-0.29574
N 1.16877 2.18442 0.18309 -0.8 0.5 0.8 -0.44
C 0.86700 0.87492 0.61245 0.8 -0.3 0.1 0.42
C -0.02324 0.07415 0.02863 0.9 -0.3 -2.6 -0.18
C -0.83787 0.48356 -1.13170 -1.3 0.3 -0.3 -0.20
C -2.10623 0.04374 -1.26875 0.7 -0.2 1.1 -0.63
C 1.68732 0.38735 1.78057 0.2 -0.5 0.3 -1.15
H 2.04642 2.36340 -0.26529 0.1 -0.1 0.0 0.18
H 0.42135 2.81536 -0.03653 0.0 -0.1 -0.4 0.23
H 0.10567 -0.99802 0.01843 -0.4 -0.3 1.5 0.09
H -0.54303 1.20871 -1.89054 0.3 0.7 0.9 0.37
H -2.90851 0.73001 -1.50753 0.0 -0.5 -1.4 0.26
H -2.36094 -0.90762 -0.80254 -0.4 0.4 0.5 0.17
H 2.24737 -0.50750 1.52179 0.2 -0.1 -0.2 0.31
H 2.38567 1.13464 2.14274 0.0 0.1 -0.1 0.35
H 1.08484 0.07366 2.64076 -0.2 0.3 -0.2 0.29
H -0.95176 -2.57165 -0.85257 -0.1 -0.2 -0.3 0.26
H -1.12257 -3.88850 -0.14524 -0.1 -0.1 -0.1 0.33
O -1.16026 -3.50060 -1.02779 0.1 0.3 0.4 -0.67